[1]
Computed, not measured: the molecule C2H5N3O2, with wB97M-V/def2-TZVPD.

Properties
SMILES ... NN(N)C(O)=C=O
LUMO level ... 0.76 eV
Orbital gap ... 8.21 eV
HOMO level ... -7.4436 eV

Atoms and positions in Å:
N1 1.603 -0.165 0.414
N2 0.587 0.009 -0.479
N3 -0.221 1.366 -0.364
C1 -0.571 -0.797 -0.130
O1 -0.407 -2.114 0.169
C2 -1.625 0.016 0.032
O2 -2.783 0.311 0.010
H1 2.470 0.259 0.111
H2 1.385 -0.001 1.396
H3 -0.426 1.782 -1.267
H4 -0.265 1.818 0.547
H5 0.251 -2.485 -0.439


[2]
Computed, not measured: a cluster of 2 separate species, C2H5N3O2 in total, with wB97M-V/def2-TZVPD.

Properties
LUMO level ... 0.10 eV
Orbital gap ... 9.78 eV
HOMO level ... -9.6806 eV

Atoms and positions in Å:
C1 1.002 -0.101 -0.115
C2 -1.369 0.485 0.258
H1 1.499 -2.091 -0.121
H2 0.309 -1.604 -1.082
H3 0.388 2.293 0.867
H4 -1.897 1.426 0.748
H5 -0.840 -1.351 -0.191
N1 0.690 -1.411 -0.250
N2 -0.110 0.666 -0.417
N3 -1.797 -0.715 0.209
O1 1.938 0.336 0.534
O2 0.187 2.068 -0.441


[3]
Computed, not measured: a structure of composition C2H5N3O2, with wB97M-V/def2-TZVPD.

Properties
LUMO level ... 0.92 eV
Orbital gap ... 9.40 eV
HOMO level ... -8.4743 eV

Atoms and positions in Å:
C1 -0.901 0.394 0.785
C2 -0.621 0.233 -0.465
N1 1.110 -0.653 -0.703
N2 1.271 -0.187 1.404
N3 -1.234 0.375 -1.718
O1 -0.088 0.093 1.886
O2 1.285 -1.210 0.540
H1 -1.765 0.887 1.175
H2 1.585 0.232 -0.618
H3 1.815 -0.411 2.178
H4 -1.851 -0.425 -1.991
H5 -0.606 0.671 -2.473


[4]
Computed, not measured: the molecule C2H5N3O2, with wB97M-V/def2-TZVPD.

Properties
SMILES ... [H]/N=C(/N)O/C=N/O
LUMO level ... 0.63 eV
Orbital gap ... 10.51 eV
HOMO level ... -9.8805 eV

Atoms and positions in Å:
H1 -1.401 -0.518 -0.141
N1 -1.471 -0.212 0.730
C1 -0.379 0.455 0.959
N2 -0.244 1.060 2.259
O1 0.702 0.703 0.202
C2 0.905 0.054 -0.970
N3 0.081 -0.692 -1.587
O2 0.632 -1.497 -2.595
H2 -1.247 0.968 2.570
H3 -0.130 2.084 2.133
H4 1.966 0.101 -1.232
H5 0.587 -2.507 -2.329


[5]
Computed, not measured: the molecule C2H5N3O2, with wB97M-V/def2-TZVPD.

Properties
SMILES ... [H]/N=C(\NO)NC=O
LUMO level ... 0.72 eV
Orbital gap ... 10.41 eV
HOMO level ... -9.6922 eV

Atoms and positions in Å:
H1 -0.665 0.890 -2.215
N1 -0.932 0.039 -1.642
C1 -0.440 0.114 -0.448
N2 0.202 1.204 0.221
O1 0.655 2.119 -0.698
N3 -0.603 -1.068 0.343
C2 0.313 -1.591 1.243
O2 1.188 -0.956 1.764
H2 1.044 0.786 0.701
H3 0.107 2.967 -0.541
H4 -1.101 -1.861 -0.198
H5 0.232 -2.644 1.472


[6]
Computed, not measured: the molecule C2H5N3O2S, with wB97M-V/def2-TZVPD.

Properties
SMILES ... O=CN/C(=N\S)NO
LUMO level ... -0.17 eV
Orbital gap ... 8.46 eV
HOMO level ... -8.6287 eV

Atoms and positions in Å:
O1 2.408 -0.712 0.453
C1 1.624 -1.545 -0.104
N1 0.242 -1.233 -0.389
C2 -0.534 -0.301 0.051
N2 -0.557 0.985 0.377
S1 1.035 1.622 -0.175
N3 -1.874 -0.880 0.117
O2 -3.047 0.122 -0.134
H1 1.775 -2.665 -0.775
H2 -0.356 -2.300 -0.444
H3 0.709 3.020 -0.257
H4 -2.115 -1.321 1.069
H5 -2.675 1.021 0.231


[7]
Computed, not measured: a structure of composition C2H5N3O2S, with wB97M-V/def2-TZVPD.

Properties
LUMO level ... 0.12 eV
Orbital gap ... 8.84 eV
HOMO level ... -8.7130 eV

Atoms and positions in Å:
C1 0.698 -0.295 0.178
C2 -1.611 2.324 -0.098
H1 -2.557 -1.735 0.713
H2 0.527 -2.316 0.485
H3 -1.551 2.496 -1.474
H4 -2.427 2.904 0.318
H5 3.580 0.220 -0.705
N1 -0.087 -1.226 0.797
N2 -0.908 1.395 0.634
N3 1.947 -0.532 0.070
O1 0.197 0.886 -0.182
O2 2.647 0.627 -0.225
S1 -1.344 -1.456 -0.441


[8]
Computed, not measured: a structure of composition C2H5N3O2S, with wB97M-V/def2-TZVPD.

Properties
LUMO level ... 0.54 eV
Orbital gap ... 9.46 eV
HOMO level ... -8.9199 eV

Atoms and positions in Å:
C1 -0.078 -0.247 0.106
C2 1.792 -2.199 -2.056
H1 -0.933 1.240 2.214
H2 -0.225 -1.338 1.729
H3 2.728 -2.149 -1.199
H4 1.766 -2.511 -3.159
H5 -1.607 2.511 -1.087
N1 -0.638 -0.592 1.313
N2 0.568 -1.740 -1.704
N3 -0.135 0.822 -0.505
O1 -0.176 0.281 2.408
O2 0.726 -1.315 -0.232
S1 -0.935 2.235 0.129


[9]
Computed, not measured: the molecule C2H5N3O3, with wB97M-V/def2-TZVPD.

Properties
SMILES ... NNC(=O)ONC=O
LUMO level ... 0.84 eV
Orbital gap ... 11.07 eV
HOMO level ... -10.2318 eV

Atoms and positions in Å:
N1 -1.828 0.163 1.322
N2 -1.056 -0.969 1.123
C1 0.190 -0.923 0.485
O1 0.792 -1.780 -0.136
O2 0.619 0.356 0.659
N3 1.562 0.645 -0.347
C2 0.949 0.979 -1.612
O3 -0.198 0.957 -1.887
H1 -1.956 0.710 0.382
H2 -1.366 0.838 1.853
H3 -1.481 -1.870 1.035
H4 1.974 -0.294 -0.589
H5 1.799 1.189 -2.289


[10]
Computed, not measured: the molecule C2H5N3O3, with wB97M-V/def2-TZVPD.

Properties
SMILES ... N/C(=N\O)C(=O)NO
LUMO level ... 0.36 eV
Orbital gap ... 9.46 eV
HOMO level ... -9.1020 eV

Atoms and positions in Å:
N1 -1.071 1.314 0.483
C1 -0.315 0.225 -0.029
N2 -0.872 -0.845 -0.256
O1 -2.243 -0.676 -0.237
C2 1.080 0.547 -0.094
O2 1.542 1.729 -0.375
N3 1.802 -0.564 -0.045
O3 1.524 -1.855 0.206
H1 -0.364 2.100 0.427
H2 -1.929 1.761 0.058
H3 -2.343 -1.577 -0.342
H4 2.855 -0.508 0.046
H5 0.335 -1.652 0.159


[11]
Computed, not measured: the molecule C2H5N3OS, with wB97M-V/def2-TZVPD.

Properties
SMILES ... [H]/N=C\NS/C=N\O
LUMO level ... 0.56 eV
Orbital gap ... 10.07 eV
HOMO level ... -9.5068 eV

Atoms and positions in Å:
H1 0.550 -0.820 -1.142
N1 0.231 -1.845 -1.230
C1 -0.875 -1.862 -0.561
N2 -1.374 -0.803 0.233
S1 -0.589 0.697 -0.342
C2 0.572 0.840 0.980
N3 1.484 1.678 0.872
O1 1.243 2.439 -0.387
H2 -1.427 -2.761 -0.514
H3 -2.365 -0.778 0.450
H4 0.798 0.062 1.686
H5 1.752 3.151 -0.046


[12]
Computed, not measured: the molecule C2H5N3OS, with wB97M-V/def2-TZVPD.

Properties
SMILES ... C=NNC(=S)NO
LUMO level ... 0.68 eV
Orbital gap ... 9.38 eV
HOMO level ... -8.7042 eV

Atoms and positions in Å:
C1 1.873 -2.504 -0.016
N1 0.965 -1.717 0.356
N2 0.917 -0.490 -0.289
C2 -0.151 0.312 -0.082
S1 -0.382 1.551 -1.172
N3 -0.824 0.123 1.022
O1 -1.900 0.981 1.347
H1 1.980 -3.538 0.444
H2 2.561 -2.229 -0.857
H3 1.419 -0.384 -1.146
H4 -0.587 -0.517 1.750
H5 -1.798 1.732 0.748


[13]
Computed, not measured: the molecule C2H5N3OS2, with wB97M-V/def2-TZVPD.

Properties
SMILES ... [H]/N=C(/N)SC(=O)NS
LUMO level ... 0.40 eV
Orbital gap ... 9.73 eV
HOMO level ... -9.3306 eV

Atoms and positions in Å:
H1 0.589 3.554 -1.434
N1 0.408 3.410 -0.414
C1 0.513 2.316 0.173
N2 0.716 2.295 1.564
S1 0.418 0.829 -0.764
C2 -0.233 -0.549 0.148
O1 -0.346 -0.618 1.294
N3 -0.487 -1.590 -0.857
S2 -0.560 -3.194 -0.181
H2 0.477 1.416 1.897
H3 0.043 3.149 1.942
H4 -0.252 -1.468 -1.818
H5 -1.946 -3.277 0.201


[14]
Computed, not measured: a structure of composition C2H5N3S, with wB97M-V/def2-TZVPD.

Properties
LUMO level (spin up / spin down) ... -0.39 / -0.03 eV
Orbital gap (spin up / spin down) ... 8.98 / 7.74 eV
HOMO level (spin up / spin down) ... -9.3669 / -7.7668 eV

Atoms and positions in Å:
C1 1.061 1.300 0.181
C2 -0.039 0.770 -0.663
N1 1.826 0.411 0.712
N2 0.253 -0.603 -0.763
N3 -1.337 -1.768 0.769
S1 1.542 -1.069 0.115
H1 1.253 2.259 0.722
H2 -0.935 0.970 -0.217
H3 -0.034 1.207 -1.666
H4 -1.887 -0.903 0.685
H5 -1.704 -2.575 0.126


[15]
Computed, not measured: the molecule C2H5N3S, with wB97M-V/def2-TZVPD.

Properties
LUMO level (spin up / spin down) ... 0.41 / 0.41 eV
Orbital gap (spin up / spin down) ... 7.85 / 7.85 eV
HOMO level (spin up / spin down) ... -7.4364 / -7.4362 eV

Atoms and positions in Å:
C1 -0.010 -0.972 0.952
C2 -0.452 0.880 -1.180
N1 0.805 0.779 -1.112
N2 1.554 -0.210 -0.666
N3 1.111 -0.966 0.322
S1 -0.907 2.552 -1.720
H1 -0.172 -1.606 1.711
H2 -0.876 -0.254 0.775
H3 -1.392 0.338 -1.247
H4 1.725 -1.768 0.611
H5 0.436 2.958 -2.002


[16]
Computed, not measured: the molecule C2H5N3S, with wB97M-V/def2-TZVPD.

Properties
SMILES ... [H]/N=C\N(N)C=S
LUMO level ... -0.25 eV
Orbital gap ... 8.71 eV
HOMO level ... -8.9568 eV

Atoms and positions in Å:
H1 -0.671 -0.404 -2.114
N1 -0.723 0.613 -1.998
C1 -0.315 0.921 -0.827
N2 0.114 0.000 0.145
N3 0.016 -1.338 -0.313
C2 0.474 0.353 1.430
S1 0.675 1.904 2.027
H2 -0.390 1.975 -0.549
H3 0.908 -1.759 -0.067
H4 -0.741 -1.737 0.211
H5 0.655 -0.527 2.055


[17]
Computed, not measured: the molecule C2H5N3S, with wB97M-V/def2-TZVPD.

Properties
SMILES ... [H]/N=C(N)/C=N/S
LUMO level ... 0.09 eV
Orbital gap ... 9.36 eV
HOMO level ... -9.2682 eV

Atoms and positions in Å:
H1 2.604 0.765 1.084
N1 1.622 1.098 1.214
C1 0.841 0.393 0.463
N2 1.246 -0.839 -0.126
C2 -0.541 0.647 0.058
N3 -1.244 -0.246 -0.489
S1 -2.756 0.332 -1.093
H2 1.928 -1.396 0.409
H3 0.509 -1.425 -0.582
H4 -0.969 1.673 0.267
H5 -3.240 -1.001 -1.203


[18]
Computed, not measured: a structure of composition C2H5N3S, with wB97M-V/def2-TZVPD.

Properties
LUMO level ... 0.60 eV
Orbital gap ... 8.86 eV
HOMO level ... -8.2679 eV

Atoms and positions in Å:
C1 1.367 -1.293 -0.302
C2 0.250 -0.722 0.486
N1 2.350 -0.491 -0.547
N2 0.580 0.683 0.672
N3 -0.629 1.520 -0.483
S1 2.142 0.954 0.231
H1 1.456 -2.295 -0.729
H2 -0.620 -0.899 -0.016
H3 0.168 -1.200 1.456
H4 -0.330 2.517 -0.262
H5 -0.008 1.302 -1.312


[19]
Computed, not measured: a cluster of 2 separate species, C2H5N3S in total, with wB97M-V/def2-TZVPD.

Properties
SMILES ... [H]/N=[N+](\C)[S-].C#N
LUMO level ... -0.44 eV
Orbital gap ... 7.95 eV
HOMO level ... -8.3862 eV

Atoms and positions in Å:
H1 -2.900 0.379 -0.527
N1 -2.190 1.073 -0.285
N2 -1.096 0.603 0.074
C1 -0.701 -0.759 0.127
S1 0.016 1.787 0.508
H2 -0.130 -1.255 -0.785
H3 -0.111 -0.928 0.966
H4 -1.622 -1.412 0.314
C2 2.917 0.192 -0.210
N3 2.493 -0.820 0.098
H5 3.325 1.139 -0.279


[20]
Computed, not measured: a cluster of 2 separate species, C2H5N3S in total, with wB97M-V/def2-TZVPD.

Properties
Expectation value of S² ... 2.014
Spin multiplicity ... 3
LUMO level (spin up / spin down) ... 0.35 / -2.13 eV
Orbital gap (spin up / spin down) ... 8.29 / 7.33 eV
HOMO level (spin up / spin down) ... -7.9426 / -9.4594 eV

Atoms and positions in Å:
C1 -0.669 -0.855 1.208
C2 0.347 1.470 -1.051
N1 -0.023 -1.712 0.654
N2 1.177 -2.181 0.411
N3 -1.712 -0.307 1.455
S1 1.665 -2.790 -0.998
H1 -0.370 0.856 -1.547
H2 0.909 0.873 -0.361
H3 -0.398 2.037 -0.456
H4 0.833 2.337 -1.674
H5 -1.758 0.271 2.361


Energy above the lowest of the compared OMol25 structures with the same formula, charge and spin across the listed records, respectively: 570.69; 640.75; 857.95; 430.83; 302.82; 547.95; 876.64; 718.16; 207.05; 455.80; 400.08; 344.91; 118.47; 512.12; 511.94; 205.30; 176.63; 382.05; 402.41; 7.20 kJ/mol.
Calculated total energy across the listed records, respectively: -393.8019; -393.7752; -393.6925; -393.8552; -393.9039; -791.9565; -791.8313; -791.8917; -469.1218; -469.0271; -716.7883; -716.8093; -1115.0494; -641.4890; -641.4890; -641.6058; -641.6168; -641.5385; -641.5308; -641.4822 hartree.